Record 1
Formula: C22H42Cl2MnN5O4SSi4Te
Source: OMol25
Level of theory: ωB97M-V/def2-TZVPD

Relative energy (zero: lowest compared OMol25 entry of this formula, charge and spin) (eV): 0.471
Net charge: -1
2S+1: 6
⟨S²⟩: 8.755
Orbital gap (alpha / beta) (Eh): 0.2327 / 0.2344
E (eV): -145149.5732
HOMO energy (alpha / beta) (Ha): -0.15455 / -0.15738
Lowest unoccupied orbital energy (alpha / beta) (hartree): 0.07814 / 0.07701

Positions of all 82 atoms, in Å:
Te (2.782, -1.837, 0.155)
Mn (0.222, -0.932, -0.236)
Cl (-4.194, 2.659, 4.701)
Cl (-3.768, 2.195, -0.642)
S (1.189, 1.641, 0.641)
Si (2.282, -3.299, 3.875)
Si (5.446, -3.913, 1.829)
Si (2.146, -5.631, 0.788)
Si (3.115, -3.723, 1.728)
O (-1.778, 0.119, -0.010)
O (1.385, -1.271, -4.072)
O (-0.531, -1.579, 1.804)
O (0.334, -0.419, -2.284)
N (-0.565, 2.171, -2.119)
N (1.080, 5.116, -1.112)
N (1.448, 4.214, -0.148)
N (-1.114, -2.586, -0.997)
N (0.190, 3.133, -1.456)
C (-3.832, 2.280, 2.035)
C (-2.296, 0.628, 1.029)
C (3.297, -4.177, 5.206)
C (6.043, -5.398, 2.835)
C (2.464, -7.214, 1.772)
C (-0.692, -2.244, -3.411)
C (2.341, -1.448, 4.191)
C (-3.471, 1.868, 3.326)
C (-3.278, 1.679, 0.941)
C (-1.138, -0.899, 2.634)
C (0.279, -5.344, 0.725)
C (-1.997, 0.223, 2.370)
C (2.769, -5.889, -0.965)
C (-2.579, 0.849, 3.486)
C (0.934, 2.985, -0.318)
C (-0.372, 4.934, -3.107)
C (-0.783, -3.246, -2.268)
C (0.310, 4.426, -1.894)
C (0.504, -3.889, 4.091)
C (6.146, -4.099, 0.092)
C (0.468, -1.253, -3.269)
C (6.163, -2.358, 2.611)
H (2.842, -4.021, 6.188)
H (4.321, -3.799, 5.248)
H (1.943, -1.206, 5.181)
H (3.530, -7.448, 1.816)
H (7.255, -2.363, 2.543)
H (0.055, 1.400, -2.394)
H (1.954, -8.066, 1.312)
H (0.455, -4.981, 4.114)
H (-0.155, 4.292, -3.959)
H (0.176, -3.755, -2.135)
H (-4.555, 3.074, 1.906)
H (-1.265, -3.272, -0.263)
H (-0.125, -3.535, 3.274)
H (5.891, -2.286, 3.667)
H (3.361, -1.065, 4.126)
H (0.100, -3.518, 5.038)
H (2.186, -6.667, -1.466)
H (5.646, -6.334, 2.436)
H (-0.193, -5.602, 1.675)
H (-1.963, -2.028, -1.068)
H (2.099, -7.120, 2.798)
H (5.787, -1.469, 2.102)
H (-2.311, 0.507, 4.479)
H (5.744, -5.330, 3.882)
H (-1.453, 4.929, -2.963)
H (2.076, 4.477, 0.591)
H (7.233, -3.978, 0.105)
H (2.690, -4.964, -1.542)
H (7.135, -5.458, 2.799)
H (5.721, -3.354, -0.582)
H (-1.048, -1.177, 3.702)
H (0.099, -4.281, 0.541)
H (-0.575, -2.786, -4.349)
H (-1.211, 1.752, -1.451)
H (3.345, -5.253, 5.023)
H (3.817, -6.196, -0.972)
H (-0.032, 5.947, -3.305)
H (5.924, -5.089, -0.312)
H (-1.527, -4.009, -2.524)
H (-0.196, -5.928, -0.067)
H (1.753, -0.924, 3.433)
H (-1.626, -1.673, -3.456)

Record 2
Formula: C22H42ClIO3S
Source: OMol25
Level of theory: ωB97M-V/def2-TZVPD

Relative energy (zero: lowest compared OMol25 entry of this formula, charge and spin) (eV): 0.000
Orbital gap (Eh): 0.3499
E (eV): -61093.5062
HOMO energy (Ha): -0.35123
Lowest unoccupied orbital energy (hartree): -0.00133

Positions of all 70 atoms, in Å:
I (-0.235, 1.388, 4.711)
Cl (-0.994, -1.074, 2.754)
S (2.903, 0.163, 1.929)
O (1.269, -0.097, 1.930)
O (3.511, -0.879, 1.066)
O (3.247, 1.512, 1.401)
C (-0.579, 3.692, -0.739)
C (0.824, -0.949, 2.988)
C (1.973, 0.525, -3.263)
C (1.036, -0.366, 4.440)
C (3.564, -0.040, 3.617)
C (-0.042, -2.477, -2.660)
C (-4.159, 2.237, -0.674)
C (-2.836, 2.516, -1.460)
C (0.636, 0.974, -2.565)
C (-0.750, -3.077, -0.189)
C (1.712, -0.926, -3.870)
C (1.430, -1.890, -2.638)
C (0.690, -2.917, 0.461)
C (-0.902, -2.096, -1.393)
C (-1.542, 2.470, -0.539)
C (1.395, -2.415, 2.949)
C (0.159, 2.438, -2.952)
C (0.674, -3.388, 1.960)
C (2.511, 0.079, 4.782)
C (0.500, 3.516, -1.869)
C (-4.215, 0.779, -0.100)
C (-3.722, 0.683, 1.393)
H (0.759, 2.709, -3.861)
H (-1.941, 2.558, 0.506)
H (0.005, -3.582, -2.782)
H (1.249, -2.835, 3.976)
H (-5.002, 2.317, -1.409)
H (0.722, -1.106, 5.207)
H (-0.604, -2.083, -3.542)
H (-0.901, 2.460, -3.296)
H (0.808, 0.951, -1.462)
H (-3.999, -0.309, 1.824)
H (1.111, -1.906, 0.300)
H (-1.037, 1.480, -0.576)
H (-2.621, 0.777, 1.488)
H (4.009, -1.061, 3.674)
H (2.747, 0.393, -2.475)
H (-1.490, -2.783, 0.586)
H (2.485, -2.478, 2.741)
H (-3.655, 0.056, -0.734)
H (2.324, 1.246, -4.030)
H (-0.853, -4.148, -0.489)
H (-5.279, 0.432, -0.105)
H (-0.358, -3.668, 2.279)
H (-1.194, 4.615, -0.830)
H (2.883, -0.519, 5.647)
H (2.108, -2.767, -2.783)
H (2.527, 1.139, 5.119)
H (-4.316, 3.037, 0.082)
H (1.345, -3.622, -0.112)
H (-0.217, 0.304, -2.834)
H (4.406, 0.659, 3.806)
H (-1.968, -2.112, -1.734)
H (1.531, 3.342, -1.481)
H (2.629, -1.196, -4.433)
H (0.797, -0.836, -4.492)
H (1.246, -4.351, 1.998)
H (-4.250, 1.481, 1.962)
H (-2.839, 3.455, -2.055)
H (1.661, -1.369, -1.685)
H (-2.735, 1.684, -2.207)
H (0.558, 4.496, -2.410)
H (-0.694, -1.049, -1.069)
H (-0.016, 3.804, 0.223)

Record 3
Formula: C22H42Cu2N2O30S5
Source: OMol25
Level of theory: ωB97M-V/def2-TZVPD

Net charge: +1
2S+1: 2
⟨S²⟩: 0.756
Orbital gap (alpha / beta) (Eh): 0.2654 / 0.2093
E (eV): -231330.9078
HOMO energy (alpha / beta) (Ha): -0.46111 / -0.46106
Lowest unoccupied orbital energy (alpha / beta) (hartree): -0.19568 / -0.25172

Positions of all 103 atoms, in Å:
Cu (-1.466, -1.488, 3.394)
Cu (1.911, 0.857, 5.203)
S (4.472, -1.133, -0.647)
S (-5.875, -4.375, -0.253)
S (2.604, 1.943, -4.127)
S (-6.256, 2.733, 1.122)
S (-3.567, -0.777, -3.786)
O (0.335, -3.775, -3.114)
O (-3.753, -2.134, -3.324)
O (-6.982, 4.022, 1.118)
O (1.870, -3.583, 4.963)
O (3.236, -0.639, 0.008)
O (-1.549, 3.404, -0.156)
O (0.465, 0.121, 3.499)
O (-3.453, -0.516, -5.224)
O (2.110, 0.502, -3.519)
O (-4.672, 0.248, -3.100)
O (3.832, 1.612, 4.069)
O (0.290, 3.707, 0.861)
O (2.290, 2.637, -2.622)
O (5.710, 2.012, 2.864)
O (-5.858, -3.093, 0.769)
O (-4.618, 2.886, 1.356)
O (-6.692, -4.205, -1.475)
O (2.616, -1.652, 5.009)
O (-6.492, 1.851, -0.028)
O (5.136, -2.387, -0.222)
O (-6.350, 1.828, 2.474)
O (-1.638, -0.798, 1.180)
O (2.568, -3.504, -2.949)
O (-2.280, -0.165, -2.933)
O (1.653, 2.453, -5.121)
O (-4.286, -4.341, -0.709)
O (-6.129, -5.575, 0.498)
O (5.592, 0.071, -0.848)
O (4.196, -1.134, -2.275)
O (4.051, 1.881, -4.439)
N (2.326, -2.607, 4.351)
N (-0.902, 3.794, 0.841)
C (2.473, -2.634, 2.882)
C (-0.765, -3.742, -2.177)
C (1.524, 1.837, -1.752)
C (1.055, 0.597, -2.592)
C (1.487, -3.495, -2.405)
C (4.363, 1.956, 3.010)
C (4.917, 3.396, 1.108)
C (-0.360, -0.092, 1.077)
C (6.038, 0.194, -2.187)
C (-4.616, -2.372, 0.694)
C (6.076, 2.633, 1.598)
C (5.422, -0.977, -3.009)
C (0.226, 0.790, 2.267)
C (-3.631, -3.291, -0.009)
C (-1.541, 4.519, 1.923)
C (-3.998, 1.366, -2.562)
C (-4.021, 1.744, 1.936)
C (1.126, -3.181, -0.948)
C (-2.791, 0.683, -1.850)
C (3.761, 2.610, 1.769)
C (-0.257, -3.781, -0.779)
C (-5.116, 1.257, 2.836)
H (-4.244, -2.080, 1.676)
H (5.130, -0.866, -4.053)
H (1.441, -2.712, 2.540)
H (-3.785, 2.110, -3.329)
H (1.151, 1.267, 1.942)
H (-1.245, -2.778, -2.347)
H (4.910, 3.478, 0.022)
H (-4.671, 1.830, -1.841)
H (2.908, 3.233, 2.035)
H (6.459, 1.894, 0.894)
H (3.149, -3.454, 2.640)
H (5.017, 4.400, 1.521)
H (-5.147, 0.169, 2.780)
H (3.362, 1.877, 1.068)
H (5.759, 1.195, -2.516)
H (-4.844, 1.526, 3.857)
H (7.117, 0.210, -2.035)
H (0.675, 2.380, -1.336)
H (0.100, 0.777, -3.085)
H (5.985, -1.898, -2.855)
H (-1.431, -4.605, -2.208)
H (-0.981, 4.287, 2.829)
H (-3.158, 0.136, -0.982)
H (0.911, -0.404, -2.185)
H (0.362, -0.837, 0.742)
H (-1.342, 5.588, 1.848)
H (-3.684, 0.955, 1.264)
H (-2.618, 4.362, 1.983)
H (-4.924, -1.432, 0.234)
H (-0.423, 1.643, 2.466)
H (2.150, 1.529, -0.915)
H (-3.170, -2.653, -0.763)
H (-0.137, -4.771, -0.339)
H (1.930, -3.674, -0.400)
H (-2.085, 1.382, -1.400)
H (-0.394, 0.474, 0.145)
H (2.799, -1.659, 2.519)
H (-3.160, 1.963, 2.569)
H (1.193, -2.103, -0.803)
H (-2.906, -3.700, 0.695)
H (-0.850, -3.101, -0.168)
H (6.868, 3.365, 1.754)